# C41H60BiGeN7P3S3SbTe

A molecular structure, C41H60BiGeN7P3S3SbTe (wB97M-V/def2-TZVPD, the OMol25 dataset).

The total charge is -2. As for the energy above the lowest of the compared OMol25 structures with the same formula, charge and spin: 0.0000 eV. The LUMO energy comes out at 0.136 Ha. Its orbital gap is 0.22232 hartree. Its spin multiplicity is 1. The highest occupied orbital energy comes out at -2.34 eV.

Geometry as XYZ:
```
118
C41H60BiGeN7P3S3SbTe, DFT wB97M-V/def2-TZVPD
Bi 0.57 0.65 -1.05
C -3.05 -5.01 1.99
C -1.59 -4.57 2.03
C -1.31 -3.89 3.38
P -0.99 -3.46 0.65
C -2.56 -2.66 0.08
N -3.07 -1.72 1.07
Ge -2.05 -0.03 1.24
N -1.18 -0.21 3.12
C 0.20 -0.66 3.08
P 1.44 0.59 2.53
C 2.97 -0.46 2.62
C 3.22 -1.37 3.83
C 4.21 0.38 2.31
C 1.43 1.79 3.95
C 2.20 3.06 3.58
C 1.88 1.28 5.32
C -1.92 -0.51 4.22
C -1.44 -0.92 5.49
C -2.29 -1.31 6.51
C -3.67 -1.31 6.33
C -4.17 -0.87 5.11
C -3.33 -0.44 4.11
N -3.82 0.09 2.86
C -4.86 -0.71 2.24
C -6.20 -0.52 2.52
C -7.17 -1.32 1.92
C -6.75 -2.29 1.02
C -5.41 -2.46 0.71
C -4.42 -1.67 1.31
C -4.21 1.48 2.90
C -4.65 2.14 4.03
C -5.16 3.43 3.93
C -5.26 4.01 2.67
C -4.79 3.36 1.54
C -4.17 2.09 1.62
N -3.56 1.38 0.64
C -3.33 2.04 -0.63
P -1.60 2.65 -0.92
C -1.23 4.04 0.24
C -2.08 5.31 0.11
C -1.19 3.58 1.70
C -1.70 3.56 -2.55
C -3.09 4.07 -2.92
C -1.14 2.74 -3.71
C -0.67 -4.65 -0.76
C -1.53 -5.91 -0.85
C -0.71 -3.91 -2.09
H -3.23 -5.76 2.78
H -3.35 -5.45 1.04
H -3.71 -4.16 2.20
H -0.94 -5.45 1.96
H -1.84 -2.94 3.44
H -0.24 -3.69 3.52
H -1.65 -4.52 4.21
H -3.29 -3.43 -0.14
H -2.34 -2.15 -0.87
H 0.31 -1.49 2.37
H 0.50 -1.05 4.05
H 2.79 -1.12 1.76
H 3.54 -0.80 4.70
H 4.02 -2.07 3.58
H 2.34 -1.96 4.10
H 4.51 0.96 3.18
H 4.04 1.07 1.48
H 5.05 -0.27 2.03
H 0.36 2.03 4.01
H 3.27 2.86 3.53
H 2.04 3.84 4.33
H 1.90 3.45 2.61
H 2.96 1.18 5.36
H 1.43 0.32 5.59
H 1.59 2.00 6.10
H -0.38 -0.94 5.68
H -1.87 -1.62 7.45
H -4.34 -1.65 7.12
H -5.24 -0.86 4.94
H -6.49 0.28 3.20
H -8.22 -1.17 2.14
H -7.49 -2.92 0.53
H -5.15 -3.20 -0.03
H -4.60 1.64 4.99
H -5.50 3.96 4.81
H -5.70 4.99 2.56
H -4.89 3.85 0.59
H -4.00 2.89 -0.78
H -3.51 1.35 -1.45
H -0.21 4.29 -0.07
H -3.12 5.12 0.36
H -2.03 5.74 -0.89
H -1.71 6.06 0.81
H -2.18 3.35 2.08
H -0.77 4.37 2.33
H -0.57 2.69 1.82
H -1.03 4.41 -2.39
H -3.77 3.24 -3.13
H -3.02 4.67 -3.83
H -3.55 4.69 -2.15
H -1.73 1.84 -3.89
H -0.10 2.45 -3.53
H -1.13 3.34 -4.62
H 0.36 -4.96 -0.58
H -2.57 -5.66 -1.07
H -1.51 -6.51 0.06
H -1.17 -6.54 -1.67
H -1.74 -3.73 -2.41
H -0.23 -4.50 -2.87
H -0.19 -2.95 -2.04
S 2.53 3.85 -4.59
Sb 3.24 2.34 -3.06
S 1.93 2.86 -1.05
S 1.64 0.23 -3.41
Te 2.82 -1.20 -1.83
N -1.54 -0.26 -2.33
C -1.91 -0.73 -3.34
N -2.31 -1.11 -4.49
C -2.83 -2.26 -4.83
N -3.31 -3.24 -5.23
```

Results of the Mulliken charge analysis, in e, for atoms 1 through 99: Bi 1.9556; C -1.4142; C 0.0882; C -1.3584; P -0.0539; C -0.9576; N 0.4845; Ge 0.6406; N 0.5637; C -0.6536; P 0.3417; C 0.8722; C -1.4258; C -1.6368; C 0.6998; C -1.5783; C -1.5256; C 0.1129; C -0.5931; C -1.0558; C -1.1464; C 0.2497; C -0.4094; N 1.5175; C 0.2353; C -0.4512; C -1.1458; C -0.7944; C -0.2330; C -0.0188; C 0.2847; C 0.2150; C -1.1192; C -0.8437; C -1.1276; C -0.2443; N 0.0857; C -1.7427; P 0.4457; C 0.8952; C -1.5490; C -0.8951; C 0.5246; C -1.8162; C -1.2107; C 0.8191; C -1.6592; C -1.3263; H 0.5117; H 0.2672; H 0.0903; H 0.8387; H 0.1589; H 0.1882; H 0.5612; H 0.5916; H -0.4342; H -0.6161; H 0.0484; H 0.1911; H 0.2274; H 0.4707; H 0.1674; H 0.2954; H 0.2901; H 0.4641; H 0.1984; H 0.3118; H 0.4592; H 0.2204; H 0.2915; H 0.2700; H 0.4171; H 0.2874; H 0.3827; H 0.3999; H 0.4769; H 0.5099; H 0.3920; H 0.3673; H 0.3902; H 0.4800; H 0.3662; H 0.3676; H 0.6765; H 0.7553; H 0.2853; H 0.4581; H 0.1396; H 0.4306; H 0.4506; H -0.1151; H 0.6827; H -0.3815; H 0.5918; H 0.3309; H 0.4682; H 0.3090; H 0.2408

# C6H18InO3S3

A molecular structure, C6H18InO3S3 (wB97M-V/def2-TZVPD, the OMol25 dataset).

The total charge is +3. As for the energy above the lowest of the compared OMol25 structures with the same formula, charge and spin: 0.4985 eV. The LUMO energy comes out at -0.527 Ha. Its orbital gap is 0.05235 hartree. Its spin multiplicity is 1. The highest occupied orbital energy comes out at -15.77 eV.

Geometry as XYZ:
```
31
C6H18InO3S3, DFT wB97M-V/def2-TZVPD
In -1.81 5.52 -0.01
C 3.17 -2.04 0.31
S 3.50 -0.20 0.42
O 2.16 0.50 0.31
C 4.00 0.00 2.21
H 2.75 -2.28 -0.67
H 2.45 -2.41 1.04
H 4.17 -2.44 0.48
H 4.00 1.04 2.53
H 5.03 -0.34 2.29
H 3.28 -0.51 2.85
C -1.46 0.81 -7.73
S -0.02 1.77 -7.06
O -0.51 2.21 -5.64
C 1.14 0.36 -6.74
H -1.20 -0.06 -8.33
H -2.13 1.51 -8.23
H -2.03 0.33 -6.93
H 2.07 0.61 -6.23
H 1.30 -0.12 -7.70
H 0.68 -0.43 -6.14
C -2.03 -0.56 6.81
S -3.08 0.66 5.93
O -2.24 1.11 4.73
C -4.31 -0.51 5.22
H -2.41 -0.79 7.81
H -1.02 -0.17 6.94
H -1.91 -1.46 6.22
H -3.76 -1.23 4.60
H -4.99 0.10 4.64
H -4.80 -0.99 6.07
```

Mulliken analysis output, partial charges in e: In 1.0005; C -0.8183; S 0.6567; O -0.4094; C -0.8417; H 0.3329; H 0.3324; H 0.3771; H 0.3450; H 0.3831; H 0.3259; C -0.8096; S 0.6438; O -0.3937; C -0.8470; H 0.3582; H 0.3300; H 0.3386; H 0.3327; H 0.3781; H 0.3384; C -0.8460; S 0.6438; O -0.4175; C -0.8395; H 0.3824; H 0.3442; H 0.3197; H 0.3383; H 0.3382; H 0.3828

# C9H8NO5SW

A molecular structure, C9H8NO5SW (wB97M-V/def2-TZVPD, the OMol25 dataset).

The total charge is +3. As for the energy above the lowest of the compared OMol25 structures with the same formula, charge and spin: 0.0000 eV. The LUMO energy comes out at -0.505 Ha. Its orbital gap is 0.27687 hartree. Its spin multiplicity is 1. The highest occupied orbital energy comes out at -21.29 eV.

Geometry as XYZ:
```
25
C9H8NO5SW, DFT wB97M-V/def2-TZVPD
W -1.06 0.19 0.11
O 1.89 -2.09 -1.77
C 2.02 -1.00 -1.61
O -0.51 -0.81 -1.15
C 2.31 0.44 -1.43
C 1.22 1.44 -1.92
C 1.86 2.80 -2.13
C 2.10 3.30 -0.68
C 1.56 2.14 0.16
O 0.46 1.64 -0.67
C 2.56 0.96 0.05
C 2.49 -0.04 1.13
O 2.56 -0.80 1.93
O 0.00 0.09 1.44
H 3.23 0.54 -2.03
H 0.57 1.05 -2.70
H 1.17 3.45 -2.67
H 2.77 2.74 -2.73
H 1.52 4.20 -0.46
H 3.14 3.52 -0.45
H 1.21 2.36 1.16
H 3.60 1.32 0.15
S -3.31 1.36 0.12
C -3.20 -0.18 0.65
N -2.53 -1.12 0.87
```

Mulliken analysis output, partial charges in e: W 1.5717; O 0.0973; C -0.2579; O -0.6142; C 0.3060; C -0.0612; C -0.9378; C -0.9676; C -0.0907; O -0.3481; C 0.3382; C -0.2265; O 0.0898; O -0.6276; H 0.6443; H 0.6864; H 0.3853; H 0.4327; H 0.3890; H 0.4363; H 0.6961; H 0.6641; S -0.0590; C 0.6103; N -0.1569

# C5H7N

A single C5H7N molecule (wB97M-V/def2-TZVPD, the OMol25 dataset).

The total charge is 0. As for the energy above the lowest of the compared OMol25 structures with the same formula, charge and spin: 2.9510 eV. The LUMO energy comes out at 0.039 Ha. Its orbital gap is 0.27572 hartree. Its spin multiplicity is 1. The highest occupied orbital energy comes out at -6.44 eV.

Geometry as XYZ:
```
13
C5H7N, DFT wB97M-V/def2-TZVPD
C -1.97 0.34 0.41
N -0.65 0.24 0.29
C 0.03 -0.96 0.70
C 1.23 -1.00 0.11
C 1.38 0.25 -0.72
C 0.21 1.06 -0.31
H -2.48 -0.45 0.92
H 1.21 -0.07 -1.77
H -2.41 1.22 -0.02
H -0.49 -1.67 1.32
H 1.93 -1.81 0.16
H 2.33 0.76 -0.64
H -0.16 1.94 -0.82
```

Mulliken analysis output, partial charges in e: C -0.4272; N 0.1864; C -0.3740; C -0.3952; C -0.3159; C -0.6025; H 0.1883; H 0.2311; H 0.2176; H 0.2967; H 0.3852; H 0.3383; H 0.2713

# C18H62O13

13 unconnected molecules or ions with the total composition C18H62O13 (wB97M-V/def2-TZVPD, the OMol25 dataset).

The total charge is 0. As for the energy above the lowest of the compared OMol25 structures with the same formula, charge and spin: 4.5133 eV. The LUMO energy comes out at -0.007 Ha. Its orbital gap is 0.34289 hartree. Its spin multiplicity is 1. The highest occupied orbital energy comes out at -9.52 eV.

Geometry as XYZ:
```
93
C18H62O13, DFT wB97M-V/def2-TZVPD
C 3.22 20.22 25.15
O 3.47 18.82 25.25
H 3.56 20.68 26.08
H 3.86 20.53 24.33
H 2.20 20.53 24.92
H 3.03 18.39 24.52
C 6.86 20.48 18.67
O 6.69 20.11 17.33
H 7.90 20.28 18.94
H 6.64 21.54 18.81
H 6.18 19.95 19.34
H 5.85 19.65 17.24
C 0.79 15.68 26.13
O -0.48 15.62 26.79
H 1.54 16.06 26.82
H 1.13 14.68 25.85
H 0.80 16.28 25.22
H -1.16 15.21 26.25
C 6.38 20.21 22.88
O 5.88 21.43 22.33
H 7.10 19.67 22.27
H 6.90 20.48 23.80
H 5.54 19.57 23.12
H 6.63 22.02 22.32
O 4.07 19.28 17.61
H 3.22 19.63 17.30
H 3.98 18.33 17.54
O 0.49 20.96 22.79
H 0.02 20.54 22.07
H 1.34 21.21 22.40
C 1.91 22.94 20.21
C 2.84 21.75 20.39
O 3.21 21.64 21.72
H 2.46 23.84 20.47
H 1.07 22.90 20.91
H 1.57 23.02 19.18
H 3.68 21.87 19.70
H 2.23 20.89 20.09
H 4.16 21.50 21.79
C 3.59 17.59 21.23
C 2.54 18.26 22.09
O 2.04 17.29 23.02
H 4.01 18.30 20.50
H 3.18 16.71 20.72
H 4.45 17.34 21.85
H 1.69 18.58 21.48
H 2.93 19.14 22.59
H 1.60 16.55 22.57
C 4.41 13.50 22.05
C 3.45 13.24 23.19
O 2.18 12.81 22.69
H 4.53 12.60 21.44
H 5.39 13.71 22.49
H 4.13 14.37 21.46
H 3.27 14.21 23.64
H 3.83 12.65 24.02
H 2.29 11.98 22.22
C 0.74 14.01 19.75
C 0.05 14.74 20.87
O 1.02 15.09 21.83
H 1.35 14.69 19.15
H -0.07 13.61 19.14
H 1.43 13.20 20.00
H -0.68 14.17 21.45
H -0.48 15.63 20.54
H 1.28 14.26 22.24
C 6.96 16.52 19.82
C 5.78 16.24 18.89
O 6.32 16.05 17.56
H 7.64 15.67 19.82
H 6.58 16.61 20.83
H 7.52 17.43 19.59
H 5.09 17.08 18.86
H 5.16 15.38 19.14
H 5.65 16.11 16.88
C 6.05 16.65 24.57
C 7.44 16.10 24.16
O 8.28 17.26 23.96
H 5.24 15.93 24.70
H 5.73 17.35 23.80
H 6.18 17.16 25.53
H 7.42 15.46 23.28
H 7.84 15.49 24.98
H 9.09 16.98 23.53
C -1.57 17.55 22.89
C -2.97 17.00 22.46
O -3.89 17.13 23.51
H -0.87 17.53 22.05
H -1.08 17.00 23.69
H -1.60 18.57 23.28
H -2.90 15.94 22.22
H -3.23 17.58 21.57
H -4.19 18.05 23.53
```

Mulliken analysis output, partial charges in e: C -0.3890; O -0.5409; H 0.3254; H 0.0213; H 0.2205; H 0.2149; C -0.3193; O -0.5591; H 0.3149; H 0.2932; H -0.1247; H 0.4567; C -0.1790; O -0.5498; H 0.2923; H 0.1981; H -0.0464; H 0.2885; C -0.1852; O -0.5466; H 0.3072; H 0.4345; H -0.2752; H 0.2604; O -0.5903; H 0.2665; H 0.2624; O -0.6237; H 0.3434; H 0.2061; C -1.3258; C 0.2243; O -0.5114; H 0.3132; H 0.3267; H 0.3694; H 0.4038; H 0.0950; H 0.1395; C 0.4841; C 0.2790; O 0.1398; H -0.0189; H 0.2592; H -0.4160; H 0.0481; H -0.4297; H 0.0218; C -0.5969; C -0.0757; O -0.6348; H 0.4340; H 0.2792; H -0.0594; H -0.0980; H 0.3571; H 0.3069; C -1.0713; C -0.2859; O -0.2562; H 0.2249; H 0.3837; H 0.2426; H 0.3013; H 0.2864; H 0.1336; C -0.6429; C 0.6223; O -0.5813; H 0.3932; H -0.0587; H 0.2110; H -0.5191; H 0.2889; H 0.3121; C -0.4538; C -0.3439; O -0.5167; H 0.2985; H -0.3183; H 0.3527; H 0.2453; H 0.3835; H 0.2878; C -0.1573; C -0.4969; O -0.5340; H -0.0750; H -0.0538; H 0.4597; H 0.2010; H 0.3266; H 0.3185

# C2H39NO18

18 unconnected molecules or ions with the total composition C2H39NO18 (wB97M-V/def2-TZVPD, the OMol25 dataset).

The total charge is 0. The LUMO energy comes out at -0.007 Ha. Its orbital gap is 0.33237 hartree. Its spin multiplicity is 1. The highest occupied orbital energy comes out at -9.23 eV.

Geometry as XYZ:
```
60
C2H39NO18, DFT wB97M-V/def2-TZVPD
C -0.59 2.32 2.89
N -1.21 1.80 1.79
C -0.66 0.84 0.81
O 0.59 2.04 3.07
H -1.30 2.76 3.61
H -2.22 1.86 1.71
H 0.40 0.84 1.01
H -0.76 1.22 -0.20
H -1.25 -0.06 0.82
H -2.10 -1.53 3.81
H -0.82 -0.86 3.20
O -1.78 -0.75 3.36
H -4.30 0.37 1.64
H -2.82 0.34 2.36
O -3.35 0.48 1.57
H 0.64 -1.18 -1.70
H 1.19 -0.21 -2.66
O 1.43 -0.62 -1.81
H -0.59 -3.39 -3.14
H -0.08 -3.22 -1.59
O 0.11 -3.45 -2.51
H 2.48 1.76 0.45
H 2.15 0.65 -0.46
O 2.69 1.46 -0.46
H 1.36 0.50 2.74
H 2.53 -0.37 3.23
O 2.04 -0.14 2.43
H 4.63 -1.77 1.54
H 3.49 -1.67 0.61
O 3.77 -2.19 1.37
H -4.26 1.14 -1.47
H -3.27 2.25 -2.02
O -4.19 1.96 -1.98
H 1.55 -2.51 0.21
H 1.19 -1.49 1.36
O 1.20 -2.42 1.09
H -1.09 1.78 -2.63
H -0.53 2.70 -1.58
O -1.42 2.39 -1.94
H 1.45 0.95 -3.48
H 2.78 0.32 -3.55
O 2.39 1.20 -3.44
H -0.65 0.95 -2.88
H -0.08 -0.37 -2.42
O -0.28 0.12 -3.22
H 1.67 -2.83 -2.01
H 3.23 -2.63 -2.08
O 2.41 -2.25 -1.72
H -1.25 -1.66 -0.09
H -2.17 -1.76 -1.33
O -1.36 -2.12 -0.92
H 1.35 -1.86 3.00
H 0.35 -2.83 3.84
O 0.60 -1.91 3.65
H 0.65 3.99 -0.43
H 1.43 2.64 -0.93
O 0.85 3.41 -1.16
H -3.54 -0.24 -1.73
H -2.72 0.11 -0.49
O -2.67 0.08 -1.45
```

Mulliken analysis output, partial charges in e: C -0.1575; N 0.0265; C 0.3746; O -0.6519; H 0.3497; H 0.4798; H -0.8973; H 0.1767; H 0.3925; H 0.2422; H 0.4389; O -0.5907; H 0.2542; H 0.2371; O -0.6213; H 0.1254; H 0.2167; O -0.4046; H 0.2800; H 0.3095; O -0.6928; H 0.4060; H 0.3793; O -0.7002; H 0.3729; H 0.2611; O -0.5754; H 0.2889; H 0.2636; O -0.5557; H 0.2363; H 0.4128; O -0.6572; H 0.1954; H 0.4938; O -0.6753; H 0.4531; H 0.3192; O -0.7452; H 0.5348; H 0.3034; O -0.6382; H 0.3474; H 0.4238; O -0.9719; H 0.3273; H 0.2178; O -0.5291; H 0.2308; H 0.3202; O -0.6128; H 0.2793; H 0.2981; O -0.6710; H 0.3008; H 0.4172; O -0.7213; H 0.2994; H 0.4538; O -0.6706